Below is a molecular structure, C4H10LuO2 at a distorted geometry, with properties calculated with ωB97M-V/def2-TZVPD.

Geometry (Å):
C  2.0757  1.0011  0.2829
O  1.5184  0.1852  -0.7630
C  0.9626  -1.0558  -0.3703
C  -0.3707  -0.8882  0.3287
O  -1.1551  -0.0120  -0.4668
C  -2.4995  0.1167  -0.0364
H  3.1449  1.1299  0.0591
H  1.9215  0.5401  1.2702
H  1.6667  -1.5878  0.2873
H  0.8073  -1.6037  -1.3097
H  -0.2612  -0.4676  1.3413
H  -0.8649  -1.8682  0.4167
H  -3.0885  -0.7368  -0.4009
H  -2.5445  0.1804  1.0612
H  -2.9125  1.0326  -0.4746
H  1.6558  2.2336  0.3603
Lu  -0.0560  1.8003  -1.5861

Atoms 1-6, force components in eV/Å:
0.381 2.506 0.860
-0.494 1.844 -0.088
-0.336 -0.989 0.213
0.246 -0.478 0.513
0.864 0.637 -0.464
-1.108 -0.027 0.242

total charge: +1
Kohn-Sham gap: 7.139 eV
E_tot: -42015.6926 eV
ΔE to the lowest compared entry with this formula, charge and spin: 0.509 eV

Below is a molecular structure, C9H11N6O4PdS, with properties calculated with ωB97M-V/def2-TZVPD.

Geometry (Å):
Pd  0.1602  -0.0170  -0.3889
C  -2.4159  -2.9820  -3.7356
C  -1.3522  -3.2562  -2.7437
N  -0.8792  -4.4120  -2.4162
N  0.0694  -4.1594  -1.4620
C  0.2095  -2.8695  -1.1880
S  1.2634  -2.0468  -0.1393
N  -0.7045  -2.2779  -2.0001
N  -0.8540  -0.8834  -2.0274
H  -2.7342  -3.9262  -4.1686
H  -2.0516  -2.3357  -4.5353
H  -3.2776  -2.5057  -3.2655
H  0.5800  -4.9249  -1.0497
H  -1.8279  -0.6280  -1.8601
H  -0.5726  -0.5178  -2.9357
C  2.5241  -0.0594  2.6830
C  1.6399  1.0377  2.2170
N  0.8069  1.0512  1.1860
C  0.1788  2.2829  1.1737
C  0.6363  3.0219  2.2152
N  1.5491  2.2213  2.8468
C  0.3776  4.3876  2.7642
O  -0.5130  5.1240  2.1434
O  0.9948  4.7288  3.7388
C  -0.8096  2.5701  0.1195
O  -1.4309  3.6163  0.0941
O  -0.9522  1.5969  -0.7320
H  2.5053  -0.8976  1.9941
H  2.1953  -0.4141  3.6603
H  3.5504  0.2945  2.7757
H  2.0479  2.5228  3.6745
H  -0.9134  4.6575  1.3619

Atoms 1-6, force components in eV/Å:
-0.208 -0.039 -0.133
0.000 0.003 -0.004
0.033 -0.018 -0.008
-0.029 0.001 0.010
0.042 -0.009 -0.012
-0.034 0.174 -0.093

total charge: +1
Kohn-Sham gap: 8.661 eV
E_tot: -40953.0419 eV
ΔE to the lowest compared entry with this formula, charge and spin: 0.000 eV

Below is 2 unconnected molecules or ions with the total composition C8H17NO, with properties calculated with ωB97M-V/def2-TZVPD.

Geometry (Å):
C  1.6497  -0.8339  1.5265
C  1.9522  -0.1836  0.1749
C  2.3110  1.2940  0.3457
C  1.1989  2.0467  1.0792
C  0.8963  1.3965  2.4308
C  0.5376  -0.0812  2.2600
H  2.5660  -0.8129  2.1472
H  1.3635  -1.8938  1.3845
H  1.0553  -0.2623  -0.4692
H  2.7777  -0.7207  -0.3306
H  2.4984  1.7577  -0.6419
H  3.2445  1.3700  0.9358
H  1.4850  3.1066  1.2212
H  0.2825  2.0257  0.4585
H  1.7932  1.4751  3.0749
H  0.0708  1.9335  2.9363
H  0.3501  -0.5449  3.2476
H  -0.3959  -0.1572  1.6699
C  -2.7889  -2.2511  -2.2255
N  -2.7180  -1.1399  -3.1552
C  -3.0107  0.1237  -2.7639
O  -3.3494  0.4293  -1.6300
H  -2.0938  -2.1034  -1.3819
H  -2.5124  -3.1808  -2.7506
H  -3.8101  -2.3640  -1.8243
H  -2.4434  -1.2960  -4.1282
H  -2.9102  0.8669  -3.5917

Atoms 1-6, force components in eV/Å:
0.055 -0.262 0.057
0.090 -0.153 -0.224
0.177 0.135 -0.166
-0.080 0.271 -0.068
-0.088 0.151 0.223
-0.204 -0.134 0.158

total charge: 0
SMILES: C1CCCCC1.CNC=O
Kohn-Sham gap: 10.680 eV
E_tot: -12109.7846 eV
ΔE to the lowest compared entry with this formula, charge and spin: 0.585 eV

Below is C5H4N2O in the gas phase at a distorted geometry, with properties calculated with ωB97M-V/def2-TZVPD.

Geometry (Å):
O  2.4259  -1.1142  0.4604
N  1.9665  0.0255  0.1295
C  0.4897  0.1170  0.0638
C  -0.1747  -0.9819  0.0811
C  -1.5655  -0.9047  -0.1138
C  -2.0513  0.3543  -0.2636
C  -1.2348  1.4194  -0.3033
N  0.1209  1.3358  -0.1612
H  0.3272  -2.0125  0.2943
H  -2.4138  -1.7565  0.0613
H  -3.1542  0.5770  -0.3584
H  -1.5584  2.5517  -0.2440

Atoms 1-6, force components in eV/Å:
-2.022 4.327 -1.243
2.098 -3.799 1.399
5.459 2.150 -0.494
-3.748 -7.479 0.579
-1.417 -2.454 1.309
-3.719 0.444 -0.617

total charge: 0
SMILES: O=Nc1ccccn1
Kohn-Sham gap: 8.551 eV
E_tot: -10273.5037 eV
ΔE to the lowest compared entry with this formula, charge and spin: 3.259 eV

Below is a molecular structure, C5H12CuNO3 at a distorted geometry, with properties calculated with ωB97M-V/def2-TZVPD.

Geometry (Å):
N  2.8073  -1.5731  -0.1461
C  3.2485  -0.1979  -0.5958
C  2.6501  1.0067  0.3407
O  1.3978  0.6915  1.0443
C  0.2782  0.4502  0.1209
O  -0.8610  1.3727  0.2666
C  -1.9561  0.6933  -0.5021
C  -2.9025  -0.2314  0.4697
O  -3.8367  -1.1191  -0.2819
H  3.1240  -1.8060  0.8214
H  3.3166  -2.2461  -0.7944
H  4.4167  -0.1729  -0.4134
H  3.4653  1.2115  1.1875
H  2.6133  1.9985  -0.3026
H  -0.1419  -0.6346  0.3863
H  0.5637  0.4313  -1.0140
H  -2.6538  1.4810  -1.0650
H  -1.5438  -0.0158  -1.3481
H  -3.5971  0.4908  1.1072
H  -2.2821  -0.8808  1.2500
H  -3.7699  -2.0541  0.0828
Cu  -4.3367  1.1043  -0.6139

Atoms 1-6, force components in eV/Å:
1.066 0.517 -1.739
1.316 -0.709 4.817
1.434 0.306 -0.582
-1.259 0.436 -2.950
0.762 -2.372 0.101
-1.577 -1.696 -1.572

total charge: +1
Kohn-Sham gap (spin up / spin down): 5.560 / 6.362 eV
E_tot: -57637.3507 eV
spin multiplicity: 2

Below is 2 unconnected molecules or ions with the total composition C3H12NP2 at a distorted geometry, with properties calculated with ωB97M-V/def2-TZVPD.

Geometry (Å):
C  -0.5636  1.5979  -0.3456
C  0.9514  1.5605  -0.3027
C  1.4059  -0.4991  1.0065
N  1.4270  0.1407  -0.3144
P  2.0359  -1.9921  1.4183
P  -2.6074  -1.5104  0.3538
H  -0.9052  2.6270  -0.2723
H  -0.9334  1.1911  -1.2848
H  -1.0085  1.0368  0.4744
H  1.3355  2.0385  0.5999
H  1.3669  2.0746  -1.1705
H  0.8754  0.0832  1.7448
H  2.3770  0.0889  -0.7009
H  0.8076  -0.3801  -0.9536
H  -3.7131  -2.2344  0.7554
H  2.5574  -2.3087  0.1428
H  -3.2782  -0.9516  -0.7274
H  -2.1308  -2.5628  -0.4238

Atoms 1-6, force components in eV/Å:
0.093 -0.017 0.116
-0.391 0.778 -0.046
0.232 -1.091 0.460
0.144 -0.135 -0.454
-0.283 0.650 0.078
0.489 0.319 0.312

total charge: +1
Kohn-Sham gap: 8.656 eV
E_tot: -23364.3978 eV
ΔE to the lowest compared entry with this formula, charge and spin: 0.024 eV

Below is 11 unconnected molecules or ions with the total composition H22O11 at a distorted geometry, with properties calculated with ωB97M-V/def2-TZVPD.

Geometry (Å):
O  0.6742  0.7389  -4.0701
H  -0.0218  0.5799  -4.6901
H  0.1752  0.6719  -3.2581
O  0.0452  0.5509  2.7089
H  0.7882  0.0419  3.0259
H  0.1742  1.4739  2.8909
O  -2.3288  2.1349  0.4999
H  -1.4418  1.9789  0.2119
H  -2.8118  1.2869  0.4189
O  2.8612  1.7109  0.6549
H  1.9312  1.4429  0.4639
H  3.1262  1.5369  1.5439
O  1.3042  -1.8151  1.1259
H  2.0352  -1.5751  1.6909
H  0.6172  -1.7451  1.8169
O  3.5262  0.3869  -2.8051
H  3.3572  0.0509  -3.7371
H  2.7882  0.0499  -2.2971
O  -2.9048  0.2159  3.1969
H  -3.7798  0.0509  2.8279
H  -2.2758  0.1769  2.4719
O  1.4802  -0.6551  -1.2911
H  0.9012  -1.0901  -1.9361
H  1.3832  -1.1771  -0.5031
O  -2.1768  -0.8591  0.7739
H  -3.0548  -1.1801  0.4829
H  -1.9568  -1.3811  1.5699
O  -1.3268  -2.1811  -1.4001
H  -1.5668  -1.5611  -0.7431
H  -2.0548  -2.4441  -1.9111
O  0.1332  1.1969  -0.0611
H  0.4952  0.4809  -0.5171
H  -0.0958  0.9069  0.8439

Atoms 1-6, force components in eV/Å:
0.262 -0.133 0.322
-0.481 -0.105 -1.086
0.136 0.248 0.746
-0.738 -0.885 -0.485
0.371 0.391 0.311
0.280 0.658 0.411

total charge: 0
SMILES: O.O.O.O.O.O.O.O.O.O.O
Kohn-Sham gap: 9.195 eV
E_tot: -22879.1106 eV
ΔE to the lowest compared entry with this formula, charge and spin: 2.403 eV

Below is a molecular structure, C6H15NO2 at a distorted geometry, with properties calculated with ωB97M-V/def2-TZVPD.

Geometry (Å):
C  1.0759  0.9030  0.5065
C  -2.0402  1.8672  2.1806
C  -1.0778  1.7410  1.0316
O  0.1319  1.3398  1.4700
O  -1.3171  1.9834  -0.1231
H  1.4055  -0.0491  -1.2453
H  2.0632  1.0531  0.9411
H  0.9966  1.5806  -0.3462
H  -3.0567  1.9493  1.8062
H  -1.9525  1.0021  2.8353
H  -1.7971  2.7571  2.7597
C  -1.0805  -1.1827  -1.4526
C  2.2178  -0.6847  -1.7773
C  0.1434  -1.9193  0.3967
N  -0.0016  -1.9564  -0.9200
H  0.7893  -0.4724  0.5770
H  -1.2453  -1.4602  -2.4983
H  -0.8600  -0.1005  -1.3900
H  -2.0091  -1.3111  -0.8702
H  3.0315  0.0335  -1.6892
H  2.4610  -1.5787  -1.2201
H  2.0168  -0.9943  -2.7956
H  -0.7565  -1.8747  1.0256
H  0.8619  -2.6261  0.7976

Atoms 1-6, force components in eV/Å:
-0.717 -2.026 1.436
-0.064 -0.050 -0.096
0.292 0.114 0.088
-0.450 0.321 0.758
-0.093 -0.134 -0.017
1.061 -1.930 -1.619

total charge: 0
Kohn-Sham gap: 9.393 eV
E_tot: -12046.7125 eV
ΔE to the lowest compared entry with this formula, charge and spin: 4.699 eV

Below is a molecular structure, C31H30AsCl4N4O8S3W, with properties calculated with ωB97M-V/def2-TZVPD.

Geometry (Å):
W  0.3949  0.3344  -0.1435
N  0.5902  1.3614  4.2219
C  0.2903  1.2594  2.8919
S  1.5972  1.3692  1.7426
N  -0.9408  1.1822  2.5392
N  -1.1029  1.0534  1.1817
C  -2.2234  1.5104  0.7053
C  -3.2375  2.2120  1.5291
C  -3.5035  3.5530  1.2733
C  -4.4719  4.2238  2.0072
C  -5.1784  3.5506  2.9935
C  -4.9108  2.2109  3.2467
C  -3.9400  1.5367  2.5225
C  -2.4502  1.2008  -0.6749
C  -3.6671  1.4174  -1.3221
C  -3.8561  0.9043  -2.5797
C  -2.8267  0.1734  -3.1708
C  -1.6437  0.0174  -2.4916
N  -1.4382  0.5470  -1.2727
H  1.5107  1.0520  4.4831
H  -0.1585  1.0631  4.8296
H  -2.9425  4.0692  0.5023
H  -4.6712  5.2696  1.8091
H  -5.9372  4.0697  3.5663
H  -5.4607  1.6830  4.0158
H  -3.7072  0.4969  2.7226
H  -4.4535  1.9469  -0.8042
H  -4.8013  1.0416  -3.0885
H  -2.9372  -0.2767  -4.1468
H  -0.8192  -0.5407  -2.9062
O  1.6221  -3.1012  0.4714
S  0.3240  -2.4647  0.4653
O  0.2207  -1.3343  1.4220
O  0.0190  -1.8295  -0.8482
C  -0.8076  -3.7779  0.8818
C  -0.2328  -5.0490  0.7800
C  -0.9630  -6.1879  1.0680
C  -2.2813  -6.0652  1.4697
C  -2.8588  -4.8131  1.5683
C  -2.1481  -3.6564  1.2722
S  -3.0697  -2.1068  1.4270
O  -2.6662  -1.5634  2.7107
O  -4.4610  -2.5140  1.3640
O  -2.6160  -1.3495  0.2737
H  0.8004  -5.1242  0.4803
H  -0.4983  -7.1612  0.9784
H  -2.8667  -6.9473  1.7001
H  -3.8937  -4.6950  1.8585
Cl  1.4438  5.5601  -4.5497
C  1.2924  3.9790  -3.8674
C  1.4405  2.8561  -4.6666
Cl  1.7551  3.0214  -6.3594
C  1.3352  1.5764  -4.0997
Cl  1.4124  0.1613  -5.0942
C  1.1167  1.4329  -2.7406
O  1.0278  0.2704  -2.0995
C  0.8919  2.5732  -1.9431
O  0.5501  2.3430  -0.7013
C  1.0076  3.8385  -2.5045
Cl  0.7564  5.2073  -1.4824
C  5.4669  1.1318  -0.3840
C  3.9755  1.1117  -0.6856
As  2.9938  -0.5085  -0.1731
C  4.0022  -1.3181  1.3066
C  3.6620  -0.9948  2.7527
C  3.6848  -1.7739  -1.4947
C  3.2858  -1.5640  -2.9435
H  5.9225  2.0454  -0.7717
H  5.9908  0.2895  -0.8420
H  5.6590  1.1000  0.6899
H  3.7968  1.2027  -1.7608
H  3.4719  1.9624  -0.2259
H  5.0496  -1.0992  1.0860
H  3.8517  -2.3822  1.1301
H  3.8638  0.0464  3.0018
H  4.2615  -1.6282  3.4123
H  2.6082  -1.1886  2.9535
H  3.3711  -2.7540  -1.1397
H  4.7704  -1.7109  -1.3704
H  2.2179  -1.7178  -3.0785
H  3.8259  -2.2647  -3.5856
H  3.5112  -0.5565  -3.2951

Atoms 1-6, force components in eV/Å:
0.453 -0.740 -0.015
-0.022 -0.030 0.046
0.034 0.072 -0.045
-0.120 -0.069 -0.066
-0.019 0.034 0.099
-0.065 0.061 -0.231

total charge: -1
Kohn-Sham gap (spin up / spin down): 6.336 / 6.335 eV
E_tot: -200239.5085 eV
ΔE to the lowest compared entry with this formula, charge and spin: 0.796 eV

Below is a molecular structure, C6H16O18S3V2 at a distorted geometry, with properties calculated with ωB97M-V/def2-TZVPD.

Geometry (Å):
O  13.9065  -19.3495  19.1468
V  14.0609  -17.7745  19.1523
O  12.6665  -17.1533  18.6366
O  12.8364  -12.6202  14.9903
V  14.1272  -11.9927  14.2547
O  13.7552  -11.5281  12.7809
S  16.5139  -16.9458  14.1364
O  17.9138  -16.6419  14.2173
O  16.4506  -17.9937  13.1065
O  15.8321  -17.2773  15.3564
O  15.8424  -15.7446  13.6246
S  19.1041  -14.8984  20.3822
O  17.7753  -15.4296  20.1489
O  19.6670  -15.5121  21.5638
O  19.9006  -15.1530  19.2350
O  18.9347  -13.4825  20.7061
S  15.6981  -17.8145  24.6147
O  14.7794  -17.7322  23.4883
O  16.9388  -18.4669  24.2337
O  16.3780  -16.5637  24.9154
O  15.1668  -18.5374  25.7399
C  13.5037  -22.9620  13.9456
C  13.9480  -24.1010  13.1470
C  12.9483  -25.2343  13.1016
O  14.3979  -23.6133  11.8972
H  14.3268  -22.3574  14.3265
H  13.0418  -23.4262  14.8170
H  12.7180  -22.4269  13.4122
H  14.8751  -24.4217  13.6221
H  12.7324  -25.4930  14.1382
H  13.3892  -26.0838  12.5800
H  12.0266  -24.9467  12.5959
H  14.4931  -24.4006  11.3562
C  20.2615  -21.1782  17.4069
C  21.6427  -20.5556  17.6561
C  22.8055  -21.5698  17.6536
O  21.9246  -19.7176  16.6470
H  19.3899  -20.5247  17.4413
H  20.1732  -21.9335  18.1878
H  19.9975  -21.7472  16.5155
H  21.5619  -19.8886  18.5144
H  22.5227  -22.3964  18.3053
H  23.6722  -21.1273  18.1445
H  22.8909  -22.0604  16.6840
H  21.8603  -20.2465  15.8484

Atoms 1-6, force components in eV/Å:
0.221 0.566 0.123
-1.399 0.085 -0.885
1.610 -0.517 0.774
0.563 0.666 -0.332
-0.487 -1.310 0.985
-0.144 0.528 -0.747

total charge: -4
Kohn-Sham gap: 1.795 eV
E_tot: -127198.2351 eV

Below is 2 unconnected molecules or ions with the total composition C6H12Si at a distorted geometry, with properties calculated with ωB97M-V/def2-TZVPD.

Geometry (Å):
C  2.8425  1.0236  1.1793
C  2.1372  0.1671  0.5055
C  0.7219  -0.9457  -1.0038
C  1.4746  0.1134  -0.7181
C  -1.5574  -0.3695  1.3917
C  -2.4517  0.2754  -1.4535
Si  -2.4659  0.9669  0.4240
H  3.2573  0.9868  2.1943
H  2.8908  2.0125  0.7070
H  1.7330  -0.6819  1.1036
H  -0.0045  -0.9967  -1.7774
H  0.7773  -1.7316  -0.2448
H  1.6447  0.8568  -1.4134
H  -0.6391  -0.5699  0.7181
H  -1.1926  -0.0268  2.3184
H  -1.9908  -1.3219  1.5078
H  -2.0526  -0.7881  -1.4338
H  -3.3974  0.2513  -1.8706
H  -1.7272  0.7784  -2.1343

Atoms 1-6, force components in eV/Å:
0.809 3.168 -0.066
-1.026 -3.308 3.330
0.377 -0.128 1.133
-0.519 -0.724 -1.409
1.972 0.582 -1.809
2.758 -0.327 1.029

total charge: 0
Kohn-Sham gap (spin up / spin down): 7.083 / 7.560 eV
E_tot: -14288.5739 eV
spin multiplicity: 3
ΔE to the lowest compared entry with this formula, charge and spin: 0.086 eV